# 1
# C5H7IN3O2

A molecular structure, C5H7IN3O2 (ωB97M-V/def2-TZVPD, the OMol25 dataset).

- Electronic energy: -806.74382 hartree
- 2S+1: 1
- Lowest unoccupied orbital energy (spin up / spin down): -5.1 / -5.1 eV
- HOMO-LUMO gap (spin up / spin down): 0.270 / 0.270 Eh
- Total charge: +1

```
18
Properties=species:S:1:pos:R:3:lowdin_charge:R:1
C 1.42 -0.72 -0.81 -0.623
C 2.17 -1.34 0.10 -0.336
C -0.35 0.39 0.49 -0.257
C -0.59 0.42 -1.85 -0.043
C -1.69 1.06 0.60 -0.010
N 0.19 -0.01 -0.63 -0.072
N 0.10 0.08 1.75 0.152
N 1.23 -0.69 1.81 -0.066
O 3.01 -2.15 0.32 0.169
O 1.62 -1.06 2.87 0.148
I 1.92 -1.37 -2.75 1.085
H -0.76 -0.47 -2.51 0.070
H 0.07 1.20 -2.40 0.132
H -1.60 0.81 -1.46 0.082
H -1.73 1.66 1.52 0.103
H -2.49 0.18 0.58 0.169
H -2.02 1.78 -0.21 0.105
H -0.50 0.24 2.57 0.193
```

=====

# 2
# H10O5

A molecular structure, H10O5 (ωB97M-V/def2-TZVPD, the OMol25 dataset).

- Electronic energy: -382.03524 hartree
- 2S+1: 1
- Lowest unoccupied orbital energy: 0.6 eV
- HOMO-LUMO gap: 0.361 Eh

```
15
Properties=species:S:1:pos:R:3:lowdin_charge:R:1
O -0.53 2.94 0.00 -0.049
H -1.46 2.87 0.21 0.043
H -0.29 2.08 -0.33 -0.031
O 1.06 1.13 -0.63 -0.042
H 1.91 0.70 -0.66 0.102
H 1.15 1.87 -1.23 0.088
O -0.47 -0.38 0.30 0.036
H -0.38 -0.81 1.16 -0.066
H 0.04 0.43 0.39 0.042
O -0.49 -1.99 1.62 0.058
H 0.23 -2.43 1.17 0.088
H -1.28 -2.43 1.31 0.106
O 0.31 -1.67 -0.96 -0.089
H 0.13 -1.44 -1.87 0.024
H 0.07 -0.88 -0.46 -0.310
```

=====

# 3
# C3H7N3O2S

A single C3H7N3O2S molecule (ωB97M-V/def2-TZVPD, the OMol25 dataset).

- Electronic energy: -831.25281 hartree
- 2S+1: 1
- Lowest unoccupied orbital energy: 0.4 eV
- HOMO-LUMO gap: 0.352 Eh

```
16
Properties=species:S:1:pos:R:3:lowdin_charge:R:1
C -0.38 0.36 -0.44 -0.117
C 1.30 0.21 1.24 -0.033
C 1.80 -0.22 -1.09 -0.049
N -1.21 1.01 -1.04 -0.018
N -1.90 -1.03 0.35 -0.283
N 0.92 0.27 -0.14 -0.213
O -3.18 0.70 1.45 -0.456
O -2.48 0.94 -1.17 -0.249
S -3.18 -0.20 0.35 0.825
H 1.88 1.04 1.62 0.085
H 0.34 -0.01 1.74 0.101
H 2.09 -0.58 1.41 0.107
H 2.56 -0.40 -0.36 0.072
H 1.43 -0.98 -1.66 0.072
H 2.06 0.59 -1.82 0.124
H -2.05 -1.71 -0.43 0.033
```

=====

# 4
# C2H2N2OS

A single C2H2N2OS molecule (ωB97M-V/def2-TZVPD, the OMol25 dataset).

- Electronic energy: -660.25467 hartree
- SMILES string: S=C1CON=N1
- 2S+1: 1
- Lowest unoccupied orbital energy: -1.5 eV
- HOMO-LUMO gap: 0.295 Eh

```
8
Properties=species:S:1:pos:R:3:lowdin_charge:R:1
C 0.81 0.32 0.00 -0.839
C -0.71 0.33 0.00 -0.174
N 1.15 -1.02 0.00 0.020
N 0.16 -1.74 0.00 0.054
O -1.01 -1.05 0.00 -0.078
S 1.84 1.57 0.00 0.750
H -1.13 0.80 0.89 0.134
H -1.13 0.80 -0.89 0.134
```

=====

# 5
# O4S2

A single O4S2 molecule (ωB97M-V/def2-TZVPD, the OMol25 dataset).

- Electronic energy: -1097.26446 hartree
- SMILES string: O=[S@]12=[S@@](=O)(O1)O2
- 2S+1: 1
- Lowest unoccupied orbital energy: -1.8 eV
- HOMO-LUMO gap: 0.337 Eh

```
6
Properties=species:S:1:pos:R:3:lowdin_charge:R:1
O 0.09 -1.21 -0.14 -0.553
O 2.12 0.72 0.67 -0.369
O -2.34 -0.75 0.02 -0.350
O 0.03 1.09 -0.58 -0.588
S -1.02 -0.30 0.41 0.943
S 1.36 0.36 -0.48 0.917
```

=====

# 6
# C20H41B3F2O15S6

A molecular structure, C20H41B3F2O15S6 (ωB97M-V/def2-TZVPD, the OMol25 dataset).

- Electronic energy: -4578.92480 hartree
- 2S+1: 1
- Lowest unoccupied orbital energy: 0.2 eV
- HOMO-LUMO gap: 0.351 Eh

```
87
Properties=species:S:1:pos:R:3:lowdin_charge:R:1
O -1.64 -3.03 -5.01 -0.254
S -1.87 -3.10 -6.41 0.721
O -1.82 -4.39 -7.02 -0.243
F -0.89 -2.12 -7.15 -0.138
B -3.61 -2.44 -6.71 -0.524
O -4.37 -2.93 -7.76 0.248
B -5.40 -3.71 -7.18 -0.260
O -5.92 -3.17 -6.02 0.301
B -5.57 -1.82 -6.01 -0.676
F -6.46 -0.87 -6.20 0.315
O -4.21 -1.54 -5.88 0.356
H -5.73 -4.74 -7.64 0.127
C 1.26 0.65 -2.49 -0.217
C 0.28 1.79 -2.80 -0.209
C -1.02 1.15 -3.29 -0.214
S -1.10 -0.48 -2.52 0.707
O -1.02 -1.48 -3.56 -0.332
O -2.16 -0.50 -1.54 -0.328
C 0.48 -0.38 -1.69 -0.232
H 2.13 1.00 -1.94 0.109
H 1.61 0.21 -3.43 0.120
H 0.08 2.36 -1.88 0.117
H 0.68 2.48 -3.54 0.110
H -1.90 1.72 -2.99 0.066
H -1.02 1.01 -4.37 0.103
H 0.94 -1.35 -1.67 0.058
H 0.29 -0.03 -0.67 0.116
C -6.59 2.35 -0.33 -0.215
C -6.41 0.88 0.08 -0.208
C -4.99 0.46 -0.33 -0.220
S -4.00 1.95 -0.29 0.669
O -3.57 2.26 -1.63 -0.327
O -3.07 1.89 0.81 -0.329
C -5.33 3.07 0.13 -0.223
H -7.49 2.78 0.10 0.116
H -6.68 2.42 -1.42 0.117
H -6.53 0.79 1.16 0.117
H -7.16 0.23 -0.38 0.112
H -4.56 -0.26 0.36 0.106
H -4.96 0.06 -1.34 0.101
H -5.18 4.03 -0.35 0.110
H -5.33 3.19 1.22 0.086
C -3.08 3.61 6.09 -0.222
C -2.19 3.98 4.89 -0.212
C -3.07 3.96 3.64 -0.220
S -4.74 4.35 4.19 0.656
O -5.58 3.19 3.98 -0.327
O -5.11 5.65 3.71 -0.328
C -4.35 4.45 5.94 -0.233
H -2.58 3.81 7.04 0.113
H -3.33 2.55 6.05 0.119
H -1.78 4.98 5.04 0.116
H -1.35 3.30 4.79 0.115
H -2.76 4.70 2.91 0.107
H -3.09 2.97 3.18 0.088
H -5.19 4.08 6.52 0.107
H -4.16 5.50 6.17 0.107
C 3.51 -4.19 1.86 -0.211
C 4.74 -4.25 0.96 -0.210
C 4.35 -3.67 -0.41 -0.207
S 3.03 -2.50 -0.09 0.674
O 1.82 -2.99 -0.70 -0.320
O 3.50 -1.16 -0.32 -0.329
C 2.93 -2.79 1.68 -0.222
H 3.76 -4.38 2.91 0.117
H 2.78 -4.94 1.55 0.118
H 5.54 -3.64 1.38 0.065
H 5.12 -5.27 0.86 0.120
H 5.17 -3.15 -0.89 0.102
H 3.95 -4.44 -1.07 0.105
H 1.90 -2.70 2.00 0.109
H 3.55 -2.04 2.17 0.101
C 9.72 -0.44 2.29 -0.220
C 8.67 0.63 1.96 -0.212
C 7.40 -0.10 1.50 -0.212
S 7.42 -1.70 2.32 0.666
O 7.56 -2.73 1.32 -0.323
O 6.37 -1.75 3.31 -0.323
C 9.00 -1.48 3.14 -0.228
H 10.57 -0.02 2.82 0.116
H 10.09 -0.90 1.37 0.120
H 8.46 1.22 2.85 0.117
H 9.03 1.32 1.19 0.115
H 6.50 0.43 1.78 0.106
H 7.41 -0.28 0.42 0.108
H 9.52 -2.44 3.19 0.109
H 8.80 -1.11 4.14 0.109
```

=====

# 7
# C21H53Cl2O21PtS6

A molecular structure, C21H53Cl2O21PtS6 (ωB97M-V/def2-TZVPD, the OMol25 dataset).

- Expectation value of S²: 2.01
- Electronic energy: -5840.26292 hartree
- 2S+1: 3
- Lowest unoccupied orbital energy (spin up / spin down): -5.1 / -6.1 eV
- HOMO-LUMO gap (spin up / spin down): 0.255 / 0.218 Eh
- Total charge: +1

```
104
Properties=species:S:1:pos:R:3:lowdin_charge:R:1
Pt -2.31 -1.96 -2.70 1.231
O 0.07 -0.01 -0.05 0.176
C -0.61 -0.77 -0.90 -0.804
O -0.27 -1.12 -2.02 -0.004
O -1.68 -1.35 -0.62 -0.028
H 0.66 0.30 -0.74 0.046
Cl -0.85 -0.49 3.85 0.640
C -2.56 -0.46 3.40 -0.616
C -2.76 0.54 2.27 -0.677
Cl -2.57 2.26 2.73 0.576
H -3.05 -0.13 4.32 0.070
H -2.96 -1.43 3.11 0.046
H -3.75 0.41 1.83 0.048
H -2.11 0.22 1.47 0.039
O -4.30 2.30 -3.61 -0.249
S -3.33 1.67 -2.72 0.745
O -3.13 0.22 -2.68 -0.397
O -1.87 2.36 -3.25 -0.241
C -1.82 3.71 -3.52 -0.370
C -1.64 3.99 -4.94 -0.048
C -3.43 2.28 -0.99 -0.062
H -0.95 4.09 -2.99 0.105
H -2.52 4.30 -2.93 0.126
H -1.63 5.07 -5.12 0.101
H -2.53 3.56 -5.39 0.093
H -0.67 3.58 -5.22 0.069
H -2.54 1.95 -0.47 0.065
H -4.35 1.96 -0.50 0.070
H -3.49 3.36 -1.16 0.071
O 3.54 2.46 -2.60 -0.271
S 2.09 2.25 -2.80 0.699
O 1.36 1.42 -1.84 -0.301
O 1.37 3.70 -2.90 -0.288
C 1.78 4.77 -3.79 -0.227
C 1.71 6.13 -3.00 -0.041
C 1.73 1.58 -4.46 -0.075
H 1.15 4.84 -4.68 0.102
H 2.78 4.63 -4.20 0.117
H 2.38 6.22 -2.14 0.081
H 0.69 6.28 -2.67 0.069
H 2.02 7.03 -3.53 0.080
H 0.66 1.69 -4.67 0.058
H 1.94 0.51 -4.41 0.065
H 2.33 2.13 -5.18 0.078
O 6.16 1.43 -0.51 -0.304
S 6.50 0.02 -0.25 0.662
O 6.89 -0.30 1.13 -0.282
O 5.33 -1.00 -0.74 -0.280
C 4.72 -0.89 -1.99 -0.287
C 3.30 -1.41 -1.83 -0.048
C 7.83 -0.54 -1.36 -0.111
H 5.33 -1.49 -2.67 0.126
H 4.74 0.17 -2.22 0.097
H 2.73 -0.82 -1.11 0.067
H 3.41 -2.40 -1.37 0.074
H 2.84 -1.44 -2.82 0.083
H 8.80 -0.26 -0.94 0.073
H 7.72 -0.22 -2.40 0.071
H 7.78 -1.62 -1.28 0.067
O 4.44 -0.37 4.68 -0.300
S 3.88 0.83 5.29 0.667
O 4.62 2.00 5.71 -0.282
O 2.60 1.29 4.37 -0.288
C 2.79 1.83 3.10 -0.272
C 2.23 0.77 2.11 -0.056
C 3.01 0.19 6.80 -0.096
H 3.86 1.93 2.92 0.119
H 2.33 2.81 3.04 0.126
H 2.25 1.19 1.10 0.069
H 1.20 0.56 2.38 0.013
H 2.75 -0.17 2.29 0.082
H 3.66 -0.61 7.17 0.067
H 2.15 -0.38 6.45 0.050
H 2.67 1.00 7.44 0.071
O -2.01 -3.90 2.90 -0.331
S -0.87 -4.80 3.17 0.709
O -1.04 -6.19 3.57 -0.286
O 0.07 -4.94 1.79 -0.236
C 0.54 -3.76 1.22 -0.315
C 1.17 -3.96 -0.15 -0.044
C 0.26 -3.92 4.37 -0.094
H 1.23 -3.30 1.92 0.117
H -0.28 -3.07 1.02 0.099
H 0.52 -4.54 -0.80 0.089
H 2.19 -4.32 -0.01 0.089
H 1.23 -3.07 -0.77 0.046
H 1.23 -4.42 4.46 0.076
H -0.19 -3.91 5.36 0.076
H 0.43 -2.97 3.87 -0.001
O -4.36 -2.18 -1.62 -0.385
S -5.07 -1.80 -0.42 0.697
O -5.24 -0.43 -0.02 -0.278
O -6.56 -2.48 -0.47 -0.252
C -7.50 -2.31 0.58 -0.297
C -8.80 -2.98 0.15 -0.056
C -4.47 -2.80 1.10 -0.052
H -7.63 -1.24 0.75 0.121
H -7.34 -2.69 1.59 0.120
H -8.83 -4.06 0.01 0.089
H -9.19 -2.45 -0.72 0.085
H -9.49 -2.77 0.97 0.086
H -3.38 -2.73 1.11 0.033
H -4.81 -3.82 0.98 0.082
H -4.91 -2.35 1.99 0.069
```

=====

Q: Number 1 is which compound?
A: C5H7IN3O2

=====

Q: Which of these has the highest electronic energy?
A: H10O5